Entry 1:
This record from the Open Molecules 2025 dataset describes 2 unconnected molecules or ions with the total composition C4H8N in a non-equilibrium geometry. The level of theory is ωB97M-V/def2-TZVPD.

XYZ file:
```
13
Properties=species:S:1:pos:R:3:forces:R:3:lowdin_charge:R:1
C 0.531 0.447 -0.575 0.147 0.433 0.243 -0.15
C 1.744 0.687 -1.045 -2.624 0.045 0.407 0.16
C -0.847 0.719 -0.535 -1.373 2.917 -4.781 0.10
C -0.621 -0.261 1.690 -0.320 -3.096 8.279 -0.04
N -0.514 0.068 0.426 3.333 -0.809 -0.758 -0.01
H 2.688 0.282 -0.909 1.365 -0.739 0.973 0.07
H 1.624 1.469 -1.740 0.341 0.561 -1.422 0.08
H -1.691 1.133 -1.091 -0.120 0.046 0.719 0.18
H -0.348 -1.396 -1.532 0.072 -0.310 -0.358 0.06
H -1.162 -1.260 1.919 1.059 1.211 -0.845 0.15
H 0.424 -0.316 2.275 -2.275 0.143 -1.675 0.18
H -1.272 0.426 2.286 0.508 -0.078 -0.767 0.13
H -0.555 -2.000 -1.168 -0.114 -0.324 -0.015 0.10
```
Positions in Å, forces in eV/Å.

Calculated values
total charge = +1
electronic energy = -211.47779 Ha
lowest unoccupied orbital energy = -5.462 eV
highest occupied orbital energy = -14.81 eV



Entry 2:
This record from the Open Molecules 2025 dataset describes C4H8N2 in the gas phase in a non-equilibrium geometry. The level of theory is ωB97M-V/def2-TZVPD.

XYZ file:
```
14
Properties=species:S:1:pos:R:3:forces:R:3:lowdin_charge:R:1
C 0.547 -0.193 0.942 -0.677 0.883 -0.903 -0.19
C -1.199 -0.992 -0.736 0.040 0.125 -0.172 -0.07
C -0.525 0.182 -0.097 -0.520 -0.044 1.126 -0.37
C -0.852 1.443 -0.333 0.010 -0.044 0.167 0.05
N 1.566 -0.659 0.052 0.666 -1.081 -0.157 -0.11
N 2.660 -0.137 -0.027 1.055 0.281 -0.195 0.06
H 2.837 0.646 0.644 -0.509 -0.029 0.161 0.06
H 0.198 -1.040 1.536 0.067 0.169 0.104 0.12
H 0.869 0.673 1.543 -0.081 -0.226 0.037 0.11
H -0.451 -1.611 -1.231 -0.045 -0.065 -0.026 0.08
H -1.931 -0.664 -1.471 -0.036 -0.047 -0.002 0.08
H -1.695 -1.610 0.013 -0.038 -0.017 0.031 0.08
H -0.350 2.268 0.147 0.096 0.085 0.159 0.06
H -1.675 1.696 -0.981 -0.026 0.010 -0.329 0.06
```
Positions in Å, forces in eV/Å.

Calculated values
electronic energy = -266.63794 Ha
lowest unoccupied orbital energy = 0.890 eV
SMILES = [H]/N=N\CC(=C)C
highest occupied orbital energy = -8.99 eV



Entry 3:
This record from the Open Molecules 2025 dataset describes C4H8N2 in the gas phase in a non-equilibrium geometry. The level of theory is ωB97M-V/def2-TZVPD.

XYZ file:
```
14
Properties=species:S:1:pos:R:3:forces:R:3:lowdin_charge:R:1
C 1.854 -0.979 0.064 -1.263 1.419 0.886 0.02
C 1.157 -0.022 -0.559 1.276 0.658 -0.187 -0.19
C 0.420 1.096 0.126 0.726 1.286 2.216 -0.27
C -1.583 -0.164 0.320 -3.704 -1.178 -2.262 -0.31
H 2.550 -1.649 -0.336 0.646 -0.845 -1.151 0.03
H 1.783 -1.073 1.150 -0.191 0.174 -0.177 0.06
H 1.278 0.277 -1.619 -0.005 -1.108 0.358 0.11
H 0.692 1.220 1.282 -0.589 -0.565 -2.364 0.15
H 0.749 2.053 -0.341 -0.093 -0.617 0.414 0.12
H -1.346 1.215 -1.008 0.556 0.289 1.141 0.14
H -1.288 -0.564 1.269 0.602 -0.272 0.397 0.10
H -2.674 -1.720 0.072 -0.266 1.773 -0.714 0.04
N -1.029 1.074 -0.018 -1.351 -1.385 -1.485 -0.05
N -2.564 -0.766 -0.403 3.656 0.370 2.929 0.04
```
Positions in Å, forces in eV/Å.

Calculated values
electronic energy = -266.65374 Ha
lowest unoccupied orbital energy = 1.052 eV
SMILES = [H]/N=C/NCC=C
highest occupied orbital energy = -9.19 eV



Entry 4:
This record from the Open Molecules 2025 dataset describes 2 unconnected molecules or ions with the total composition C4H8N2 in a non-equilibrium geometry. The level of theory is ωB97M-V/def2-TZVPD.

XYZ file:
```
14
Properties=species:S:1:pos:R:3:forces:R:3:lowdin_charge:R:1
C -1.016 0.178 -0.121 4.296 -0.391 -0.153 -0.29
C 1.036 -0.176 -0.222 -4.370 0.521 0.503 -0.29
C -1.775 -1.046 0.170 -0.428 -0.025 -0.008 -0.09
C 1.762 1.030 0.191 0.413 0.093 -0.012 -0.09
N -1.255 1.376 -0.311 -0.087 0.775 -0.086 0.10
N 1.282 -1.342 -0.539 0.114 -0.914 -0.260 0.10
H -2.851 -0.871 0.070 0.059 -0.078 -0.007 0.08
H -1.455 -1.840 -0.500 0.044 -0.076 -0.016 0.07
H -1.557 -1.365 1.190 0.026 -0.041 -0.006 0.08
H 1.669 1.126 1.275 -0.025 0.053 -0.018 0.09
H 1.305 1.908 -0.260 -0.038 0.037 -0.004 0.06
H 2.822 0.969 -0.067 0.016 0.044 -0.024 0.08
H -2.225 1.692 -0.286 -0.200 -0.354 0.053 0.06
H 2.257 -1.640 -0.590 0.180 0.355 0.039 0.06
```
Positions in Å, forces in eV/Å.

Calculated values
electronic energy = -266.63556 Ha
lowest unoccupied orbital energy = 1.170 eV
highest occupied orbital energy = -7.97 eV



Entry 5:
This record from the Open Molecules 2025 dataset describes a molecular structure, C4H8N2 in a non-equilibrium geometry. The level of theory is ωB97M-V/def2-TZVPD.

XYZ file:
```
14
Properties=species:S:1:pos:R:3:forces:R:3:lowdin_charge:R:1
C 0.739 -1.340 0.578 0.143 0.447 -0.308 -0.11
N -0.067 -0.112 0.635 -6.335 -1.838 -0.064 -0.16
C -2.358 -0.384 -0.266 0.524 1.172 0.053 -0.08
N -1.680 -0.623 0.778 1.709 0.056 -0.245 0.02
H -0.024 0.356 1.532 0.443 0.075 0.139 0.10
H 0.235 -2.134 1.130 0.108 0.109 0.137 0.08
H 1.729 -1.131 0.982 -0.092 -0.077 0.012 0.08
H 0.850 -1.650 -0.461 -0.046 0.116 0.010 0.08
H -3.442 -0.575 -0.288 0.527 -0.345 0.307 0.07
H -1.987 0.198 -1.132 0.094 -0.521 0.283 0.08
C 1.332 1.479 -0.427 -1.793 0.952 -0.877 -0.18
C 2.005 2.207 -1.120 0.902 0.393 -0.438 -0.08
H 2.676 2.796 -1.702 0.027 0.032 0.028 -0.02
H -0.006 0.914 -0.240 3.790 -0.571 0.965 0.11
```
Positions in Å, forces in eV/Å.

Calculated values
electronic energy = -266.46393 Ha
lowest unoccupied orbital energy = 0.898 eV
highest occupied orbital energy = -8.70 eV



Entry 6:
This record from the Open Molecules 2025 dataset describes C4H8N2 in the gas phase in a non-equilibrium geometry. The level of theory is ωB97M-V/def2-TZVPD.

XYZ file:
```
14
Properties=species:S:1:pos:R:3:forces:R:3:lowdin_charge:R:1
C 1.595 -0.063 -0.499 -0.365 1.712 -0.147 -0.09
C -0.415 1.035 0.444 -1.352 1.702 0.441 -0.19
C -1.556 0.423 -0.416 0.708 0.084 0.027 -0.13
C -0.329 -1.147 0.446 0.312 -0.081 0.530 -0.27
H 1.079 0.099 -1.470 0.707 -0.449 -0.030 0.09
H 2.164 -1.013 -0.452 -0.449 0.673 -0.026 0.09
H 2.265 0.824 -0.336 -0.325 -1.004 -0.239 0.09
H -0.900 1.226 1.467 0.800 -0.103 -1.125 0.14
H -0.018 1.979 0.065 0.005 -0.043 0.094 0.11
H -2.383 0.930 -0.949 0.644 -0.219 0.414 0.11
H -0.712 -1.393 1.407 -0.666 0.082 1.215 0.11
H 0.079 -2.064 0.153 1.383 -1.145 -0.828 0.10
N 0.561 -0.003 0.541 0.284 -1.465 0.537 -0.21
N -1.429 -0.834 -0.399 -1.685 0.259 -0.862 0.05
```
Positions in Å, forces in eV/Å.

Calculated values
electronic energy = -266.67187 Ha
lowest unoccupied orbital energy = 1.079 eV
SMILES = CN1CC=NC1
highest occupied orbital energy = -8.97 eV



Entry 7:
This record from the Open Molecules 2025 dataset describes 2 unconnected molecules or ions with the total composition C4H8N2 in a non-equilibrium geometry. The level of theory is ωB97M-V/def2-TZVPD.

XYZ file:
```
14
Properties=species:S:1:pos:R:3:forces:R:3:lowdin_charge:R:1
C 1.776 1.059 0.514 -0.728 -0.574 0.176 -0.10
C 1.247 -0.328 0.358 1.511 0.304 0.291 -0.21
C 1.157 -1.525 0.263 -0.287 0.784 -0.153 0.08
H 2.605 1.217 -0.165 0.159 -0.065 -0.127 0.07
H 1.000 1.782 0.286 -0.103 0.106 -0.062 0.05
H 2.120 1.234 1.536 -0.018 -0.153 -0.087 0.08
H 0.972 -2.542 0.062 -0.063 -0.461 0.074 0.02
N -1.934 -0.952 -0.331 0.385 -0.166 -0.098 0.07
C -1.472 0.306 -0.033 -1.970 0.742 -1.044 -0.42
N -1.172 1.221 -0.874 1.253 -0.218 0.547 0.05
H -1.631 -1.345 -1.209 -0.033 -0.042 0.013 0.09
H -2.065 -1.618 0.407 0.172 -0.023 0.165 0.08
H -0.875 0.862 -1.785 -0.551 -0.103 0.021 0.04
H -1.727 0.629 0.971 0.274 -0.130 0.283 0.11
```
Positions in Å, forces in eV/Å.

Calculated values
electronic energy = -266.63321 Ha
lowest unoccupied orbital energy = 0.989 eV
SMILES = [H]/N=C\N.C#CC
highest occupied orbital energy = -9.22 eV



Entry 8:
This record from the Open Molecules 2025 dataset describes C4H8N2 in the gas phase in a non-equilibrium geometry. The level of theory is ωB97M-V/def2-TZVPD.

XYZ file:
```
14
Properties=species:S:1:pos:R:3:forces:R:3:lowdin_charge:R:1
C -1.211 -0.652 0.009 -0.527 -1.060 0.479 -0.23
C -0.063 1.233 -0.796 1.993 1.726 1.321 -0.21
C 1.307 0.448 -0.387 1.963 3.181 -0.802 -0.12
C 0.143 -1.462 0.142 -1.518 -1.292 2.011 -0.13
H -1.857 -0.977 0.861 0.374 0.102 -0.633 0.11
H -1.860 -0.800 -0.920 1.277 -0.042 0.917 0.12
H -0.703 1.007 1.095 0.291 0.044 0.646 0.10
H -0.671 1.326 -1.868 2.548 -0.397 2.495 0.17
H 0.236 2.217 -0.237 -0.512 -0.773 -2.416 0.13
H 2.222 0.956 0.044 -1.163 0.306 -1.307 0.11
H 1.919 -1.166 0.672 3.017 -0.569 1.488 0.11
H 0.275 -2.210 0.996 -0.964 0.605 -1.379 0.10
N -0.968 0.767 0.167 -2.554 -1.321 -0.213 -0.16
N 1.232 -0.688 0.222 -4.225 -0.509 -2.608 -0.10
```
Positions in Å, forces in eV/Å.

Calculated values
electronic energy = -266.55582 Ha
lowest unoccupied orbital energy = 0.893 eV
highest occupied orbital energy = -6.72 eV



The evaluated energy relative to the best compared isomer or geometry (same formula, charge and spin) for the records listed, in turn: 507.6, 220.7, 179.2, 227.0, 677.6, 131.6, 233.1, 436.3 kJ/mol.
The evaluated gap between HOMO and LUMO for the records listed, in turn: 9.3523, 9.8760, 10.2428, 9.1418, 9.6017, 10.0525, 10.2095, 7.6090 eV.